Below is a cluster of 10 separate species, C18H41Cl12N3O9S in total, with properties calculated with the ωB97M-V functional and the def2-TZVPD basis.

The geometry in XYZ format:
```
84
Properties=species:S:1:pos:R:3:forces:R:3:mulliken_charge:R:1
Cl -7.416199 -2.471433 -0.581571 0.009 -0.475 -0.019 -0.203
Cl -6.366325 1.361371 0.955182 0.395 0.448 -0.135 -0.215
Cl -2.057248 3.183339 3.403814 0.024 0.009 0.005 -0.170
Cl 4.352737 2.262699 3.630813 -0.015 0.051 0.142 -0.165
Cl 0.658694 4.599087 0.442743 0.929 -0.027 -1.071 -0.160
Cl 2.150011 -2.645803 -4.252954 0.203 -0.255 0.249 -0.256
Cl 4.266046 -0.466221 -0.967443 0.044 -0.094 0.197 -0.210
Cl 6.123156 2.408601 0.713996 -0.017 0.306 -0.120 -0.191
Cl 4.855896 -1.847386 3.164845 0.058 0.916 -0.847 -0.234
Cl 0.917938 -1.536591 4.899773 0.119 -0.253 -0.134 -0.201
Cl -0.121039 1.437812 6.605877 0.328 -0.135 -0.163 -0.213
Cl -1.130845 -3.078544 -4.121710 0.013 0.141 0.327 -0.210
S 1.032702 0.002436 0.276702 -0.160 0.518 -1.188 -0.092
O -0.530777 0.320663 -5.268653 -0.645 0.508 0.212 -0.466
O 2.036463 0.603835 1.071502 0.853 0.359 0.981 -0.336
O -0.293463 0.254558 0.986284 -1.161 0.418 1.853 0.357
O -3.096216 -0.389660 -2.423724 -0.468 -0.919 0.043 -0.537
O -1.595370 -0.230149 -7.085734 0.365 0.223 0.562 -0.551
O 0.514192 -4.266651 -0.186319 -0.064 -0.183 -0.081 -0.549
O -2.015150 1.431691 -2.388932 0.701 0.950 0.372 -0.531
O 1.137627 -1.389095 -0.050613 0.066 -0.163 -0.205 0.120
O -0.946109 -3.856966 1.356084 1.239 -0.069 -0.373 -0.617
N 0.214670 -3.982630 0.950456 -1.334 0.305 0.217 1.072
N -0.629274 -0.241961 -6.340441 -0.245 -0.219 0.034 0.901
N -2.787440 0.665322 -2.903830 -0.193 0.866 -0.820 1.056
C -0.876619 3.303783 2.106003 0.489 -0.738 -1.546 0.497
C -3.437453 1.078454 -4.190551 -0.219 -1.218 -1.349 -0.930
C -0.623165 4.695995 1.613950 -0.887 0.858 0.707 -0.494
C 0.519937 -1.057674 -6.684113 1.115 -0.966 -1.031 -0.687
C -7.526644 -0.818598 0.033051 0.431 0.504 0.343 -0.452
C -2.679225 -0.255336 1.403771 -0.413 0.411 -2.047 -1.212
C 4.162873 3.421493 2.290463 -1.153 0.473 -0.031 -0.154
C -6.157123 -0.380553 0.638784 -0.470 -0.229 -0.574 -0.102
C 0.775333 1.118493 5.062212 -0.809 2.121 0.722 0.092
C 4.987182 -0.713138 1.692432 -1.311 -1.733 -0.446 0.401
C 4.374693 2.782048 0.962114 1.212 -0.883 0.128 0.288
C 1.305766 -3.759777 1.921209 0.490 -1.503 -0.442 -0.629
C 1.194145 -3.052659 -2.767257 2.508 0.348 -0.749 -0.114
C -0.082256 -2.422989 -2.811941 -2.134 1.944 0.720 0.487
C 0.803139 1.004040 -1.149539 0.457 0.293 -0.687 0.201
C 4.326820 -1.522310 0.506856 -0.038 1.274 0.835 0.242
C 1.730247 0.037616 5.127727 0.073 -1.415 1.479 0.313
C -1.464511 -0.510166 0.544086 0.496 1.161 -0.791 0.840
H 1.789215 -2.724746 -1.937035 0.126 0.486 0.375 -0.372
H 1.688048 0.813653 -1.777133 -0.337 0.226 0.073 0.407
H 1.323214 2.024012 4.811245 -0.129 0.254 0.138 0.215
H -3.549960 0.067618 -4.738392 0.015 2.047 0.557 0.312
H 1.247786 -4.604682 2.624011 0.002 0.562 -0.025 0.352
H -1.229049 2.807784 1.167511 -0.046 -0.218 1.118 -0.131
H 4.027428 3.365735 0.157095 -0.098 1.225 -0.859 0.431
H 0.526492 -1.245198 -7.749024 -0.066 0.378 -0.325 0.341
H 4.871069 4.232251 2.445873 -0.059 -0.034 0.063 0.429
H -0.545874 -2.600578 -1.816609 -0.150 0.168 -0.829 -0.047
H 3.276939 -1.721317 0.805572 0.829 -0.118 -0.445 -0.672
H 1.172198 -2.809808 2.365913 -0.234 0.776 0.644 0.034
H 1.456775 -0.567479 -6.363559 -0.751 -0.409 0.083 0.270
H -2.934993 1.894432 -4.770830 0.300 -1.242 0.831 0.277
H -0.253047 5.411711 2.358024 -0.595 -0.238 -0.012 0.357
H -7.844529 -0.189233 -0.836923 0.525 -0.349 0.990 0.298
H -0.114341 0.731190 -1.684433 0.378 -0.072 0.200 -0.525
H -5.336239 -0.598345 -0.079505 -0.544 0.500 0.490 0.048
H 0.080953 2.838572 2.351157 -0.303 -0.147 0.438 -0.234
H 4.437618 0.205128 1.896811 -0.108 -0.466 0.140 -0.636
H -5.888338 -0.774414 1.635694 -0.483 -0.360 -0.748 0.316
H -1.636841 -0.053435 -0.472355 -0.211 -1.363 0.835 -0.183
H 1.140344 -4.085612 -2.682535 -0.138 -1.961 -0.183 0.650
H -0.012309 0.986398 4.371875 -0.600 -0.273 -1.035 -0.239
H 0.369602 -2.059684 -6.262114 0.125 0.539 0.450 0.178
H 4.873475 -2.396832 0.150493 -0.090 0.053 0.607 0.528
H -3.343132 -1.102554 1.038837 0.248 1.304 0.781 0.293
H 3.914253 1.836636 0.789081 -0.640 -0.568 0.485 -0.608
H 6.014353 -0.472999 1.556684 0.773 -0.087 -0.147 0.447
H -1.114442 -1.523009 0.576454 -0.341 -0.601 -0.422 -0.319
H -8.285569 -0.779487 0.825109 0.122 -0.030 -0.399 0.340
H 2.233494 -3.812006 1.357259 -0.051 0.045 0.110 0.283
H 2.170439 0.005864 6.126174 0.210 -0.054 -0.222 0.454
H -3.027986 0.764959 1.067601 -0.326 -1.162 0.665 0.275
H 2.480085 0.191014 4.400081 0.817 -0.255 -0.926 -0.438
H -1.539990 5.016668 1.097615 0.461 0.440 0.347 0.352
H 0.032767 -1.324221 -2.989126 -0.344 -0.896 0.118 -0.078
H -4.390684 1.524304 -3.923450 -0.325 -0.451 0.223 0.341
H -2.542530 -0.257418 2.469583 0.215 -0.287 0.377 0.322
H 3.122444 3.825772 2.317894 0.762 -0.318 0.150 0.037
H 0.733050 2.082312 -0.866029 0.184 -0.975 0.007 -0.092
```
Forces are in eV/Å.

Values from the calculation:
Energy ... -7472.07114 a.u.
SMILES ... CCOS(C)(=O)=O.C[N+](=O)[O-].C[N+](=O)[O-].C[N+](=O)[O-].ClCCCl.ClCCCl.ClCCCl.ClCCCl.ClCCCl.ClCCCl
LUMO ... -0.143 eV
HOMO level ... -0.3917 Eh
Molecular weight ... 901.0 g mol⁻¹
Frontier orbital gap ... 10.5 eV
Charge ... 0